A structure of composition C26H28F3N4O4SV, computed with wB97M-V/def2-TZVPD.

The calculation puts the energy relative to the best compared isomer or geometry (same formula, charge and spin) at 1.045 eV. The HOMO energy (alpha / beta) comes out at -3.058 / -4.586 eV. For the energy, the calculation gives -86248.0236 eV. Its net charge is -1. Its maximum force is 2.13 eV/A. The calculation puts the orbital gap (alpha / beta) at 5.41 / 6.93 eV. The expectation value of S² is 3.769. The spin multiplicity is 4.

Each line ends with the natural charge from an NBO analysis.
Element x y z (Å)
V 0.28057 0.80946 -1.23697  1.07
C -2.90448 -1.43734 3.78694  -0.62
C -1.38945 -1.57612 3.75922  -0.20
N -0.67760 -0.44785 3.15084  -0.42
C -0.14557 0.57206 4.04477  -0.21
C -1.11022 1.70975 4.34355  -0.62
C -0.62403 -0.30899 1.78935  0.36
S 0.14477 1.09979 1.15157  -0.27
N -1.23469 -1.30876 1.13765  -0.68
C -1.23996 -1.48774 -0.17324  0.62
O -0.56815 -0.87863 -1.05662  -0.69
C -2.13312 -2.56728 -0.71462  -0.04
C -2.23205 -2.77634 -2.08496  -0.18
C -3.06622 -3.77574 -2.58201  -0.22
C -3.80256 -4.57018 -1.71141  -0.22
C -3.70459 -4.36074 -0.34125  -0.23
C -2.87257 -3.36129 0.15253  -0.19
H -3.36184 -2.34157 4.20576  0.20
H -3.29312 -1.29772 2.77606  0.23
H -3.22071 -0.58924 4.40016  0.20
H -1.11916 -2.48826 3.23405  0.22
H -1.00354 -1.66159 4.77560  0.18
H 0.76636 0.96813 3.61060  0.23
H 0.13791 0.06621 4.96899  0.18
H -1.39332 2.22661 3.42089  0.23
H -0.63895 2.43782 5.01333  0.20
H -2.02147 1.35133 4.83110  0.19
H -1.65373 -2.15078 -2.75257  0.24
H -3.13556 -3.92753 -3.65285  0.21
H -4.44920 -5.34842 -2.09882  0.20
H -4.27281 -4.97478 0.34712  0.20
H -2.78354 -3.18470 1.21781  0.23
C 4.69048 -3.10308 -1.14370  -0.24
C 3.26933 -3.15632 -1.12867  -0.25
C 2.54160 -2.00304 -1.19150  -0.18
C 3.15628 -0.71528 -1.27430  0.01
C 2.34256 0.48691 -1.33360  -0.36
C 3.07978 1.65600 -1.44077  -0.30
C 4.50684 1.71042 -1.46484  -0.20
C 5.24204 0.57090 -1.38507  -0.24
C 4.57357 -0.68271 -1.29319  -0.09
C 5.31926 -1.89613 -1.22360  -0.19
H 5.27088 -4.01789 -1.09546  0.19
H 2.75723 -4.11115 -1.07162  0.20
H 1.46010 -2.04117 -1.18950  0.22
H 2.55934 2.60255 -1.53823  0.19
H 5.01240 2.67039 -1.54620  0.19
H 6.32831 0.59407 -1.39650  0.19
H 6.40436 -1.84160 -1.23787  0.19
F -3.22151 0.59779 -3.38885  -0.31
C -2.37085 1.55437 -3.02367  0.88
F -2.14861 1.40397 -1.69691  -0.32
F -3.00964 2.73354 -3.14920  -0.34
C -1.09683 1.48770 -3.85075  0.68
O -1.21123 1.93899 -4.97638  -0.64
O -0.08775 0.91531 -3.29349  -0.74
C 1.80107 4.24541 0.54760  -0.41
N 0.50981 4.74769 0.10229  -0.61
C -0.26799 4.08369 -0.77805  0.81
N -1.50985 4.58583 -1.01038  -0.83
O 0.09724 3.05542 -1.36148  -0.68
H 2.62867 4.78706 0.09053  0.19
H 1.90501 3.19841 0.29531  0.26
H 1.86225 4.33526 1.63042  0.20
H 0.08625 5.49916 0.61473  0.38
H -1.74300 5.52294 -0.73750  0.38
H -2.01485 4.16502 -1.77212  0.42


A structure of composition C23H51MoN3O3P4, computed with wB97M-V/def2-TZVPD.

The calculation puts the energy relative to the best compared isomer or geometry (same formula, charge and spin) at 0.000 eV. The HOMO energy (alpha / beta) comes out at -16.526 / -16.921 eV. For the energy, the calculation gives -74255.6943 eV. Its net charge is +4. Its maximum force is 9.01 eV/A. The calculation puts the orbital gap (alpha / beta) at 2.33 / 2.60 eV. The expectation value of S² is 2.422. The spin multiplicity is 3.

Each line ends with the Mulliken spin population.
Element x y z (Å)
P 0.54402 4.37280 -0.82403  -0.16
C -0.56151 3.96776 0.61583  -0.01
H -1.57406 4.35285 0.41252  -0.01
H -0.11763 4.45973 1.49172  0.00
H -0.61272 2.89004 0.84822  0.00
C 0.84558 6.17914 -0.72373  -0.01
H 1.79695 6.39461 -1.22893  0.00
H 0.98144 6.43391 0.33437  0.00
H -0.00391 6.68521 -1.19827  -0.01
C -0.72984 4.13846 -2.15572  -0.01
H -1.44506 4.97036 -2.07812  -0.01
H -1.24598 3.16834 -2.07932  0.00
H -0.21592 4.15519 -3.12765  0.00
P -1.79880 -3.62513 -2.32187  0.73
C -3.25866 -3.37600 -1.27874  0.05
H -3.97376 -4.16218 -1.54422  0.04
H -3.64049 -2.36649 -1.50054  0.00
H -2.90612 -3.43283 -0.24024  0.00
C -2.29880 -3.98056 -4.03550  0.04
H -1.42024 -4.04504 -4.69260  0.00
H -2.91573 -3.16190 -4.41651  0.00
H -2.86274 -4.90721 -4.08137  0.04
C -0.70634 -4.93632 -1.66905  0.04
H -1.17329 -5.92642 -1.71886  0.04
H -0.45192 -4.69825 -0.62439  0.00
H 0.25769 -4.95292 -2.21578  0.00
P 1.61242 -0.81651 2.56601  0.02
C 1.07992 -0.71506 4.31184  0.00
H 1.94961 -0.35120 4.88465  -0.01
H 0.80550 -1.67711 4.76073  0.00
H 0.23061 -0.03610 4.40939  -0.01
C 3.20427 -1.55990 3.01267  -0.01
H 3.59656 -0.98187 3.87621  0.00
H 3.94984 -1.53890 2.20852  0.00
H 3.04416 -2.59018 3.35466  0.00
C 1.58196 0.86943 1.86461  0.05
H 2.29722 1.52298 2.38248  0.00
H 0.56860 1.27251 2.04239  -0.02
H 1.77220 0.92441 0.77956  -0.01
Mo 1.70123 -0.27037 -2.51937  0.91
C -0.49374 -0.34527 -1.76393  0.11
O -1.25676 -0.27127 -0.91923  0.05
C 0.40207 -1.93111 1.80817  -0.04
O -0.48265 -2.64953 1.56050  0.00
C 2.83231 -1.88820 -2.07115  -0.05
C 3.42003 -0.67049 -1.56011  0.01
C 3.59388 0.46879 -2.43053  -0.03
C 3.16381 0.35987 -3.78548  -0.01
C 2.61214 -0.85349 -4.26554  -0.02
C 2.42281 -1.96423 -3.42758  0.01
H 2.62150 -2.74068 -1.43920  0.01
H 3.71106 -0.54719 -0.53060  0.02
H 3.94299 1.43037 -2.09125  0.00
H 3.15620 1.24516 -4.40916  0.00
H 2.14380 -0.86318 -5.24688  0.01
H 1.81661 -2.81306 -3.75192  0.03
C -4.51830 3.31426 3.06465  0.00
N -3.09318 3.09522 3.30635  0.03
C -2.25431 4.29557 3.44458  0.00
P -2.47227 1.60328 3.72226  -0.01
O -1.06654 1.46655 3.26092  0.02
N -2.74722 1.37898 5.38585  0.14
C -2.45226 0.03621 5.90837  0.00
C -2.34469 2.45424 6.29487  0.00
N -3.49799 0.39945 3.18258  0.01
C -4.83241 0.17910 3.75855  0.00
C -3.33716 -0.13233 1.82734  -0.01
H -4.64080 4.31635 2.62801  0.00
H -4.91382 2.57351 2.34843  0.00
H -5.10682 3.24932 3.99872  0.00
H -2.54938 4.87142 4.34101  0.00
H -1.19413 4.00740 3.53598  0.00
H -2.36948 4.93176 2.55139  0.00
H -2.75567 -0.74173 5.19305  0.00
H -1.38664 -0.08398 6.15988  0.01
H -3.02561 -0.08247 6.83749  0.00
H -1.25711 2.65888 6.23829  0.01
H -2.90862 3.36944 6.05639  0.00
H -2.59924 2.11787 7.30984  0.00
H -5.61718 0.63798 3.13135  0.00
H -4.99954 -0.90953 3.79283  0.00
H -4.91569 0.57802 4.78012  0.00
H -3.86684 0.49738 1.08884  0.00
H -2.27830 -0.18640 1.53802  0.01
H -3.76317 -1.14705 1.82130  0.00


A structure of composition C33H37ClO2Si2Zn, computed with wB97M-V/def2-TZVPD.

The calculation puts the energy relative to the best compared isomer or geometry (same formula, charge and spin) at 4.472 eV. The HOMO energy (alpha / beta) comes out at -7.241 / -7.109 eV. For the energy, the calculation gives -115606.4726 eV. Its net charge is 0. Its maximum force is 3.44 eV/A. The calculation puts the orbital gap (alpha / beta) at 6.27 / 6.18 eV.

Each line ends with the Löwdin charge.
Element x y z (Å)
C -1.54437 -5.17756 0.56779  -0.12
C -1.04844 -4.76079 -0.68817  -0.15
C 0.28498 -4.24445 -0.50293  -0.29
H -1.53360 -4.90799 -1.64811  0.09
C 0.55897 -4.33150 0.94119  -0.24
C -0.55499 -4.96303 1.54400  -0.13
H -0.58418 -5.35187 2.55362  0.09
H -2.47104 -5.72616 0.74222  0.11
H 1.03811 -4.07808 -1.27097  0.09
H 1.52823 -4.13515 1.41513  0.10
Zn -0.00384 -2.28015 0.14418  0.60
Si 2.03172 1.03117 -1.77351  0.73
C 1.03557 2.55657 -2.26113  -0.29
C 1.13701 3.75820 -1.55858  -0.18
H 1.80873 3.84051 -0.70256  0.07
C 0.45163 4.89803 -2.01816  -0.09
H 0.52031 5.81313 -1.42511  0.11
C -0.28186 4.84291 -3.20622  -0.08
H -0.78573 5.74912 -3.56663  0.11
C -0.38959 3.62220 -3.89173  -0.09
H -0.98695 3.57425 -4.80651  0.11
C 0.23810 2.47746 -3.41075  -0.10
H 0.13349 1.52086 -3.91698  0.10
C 3.64958 1.95293 -1.35900  -0.25
C 4.17172 2.76907 -2.38322  -0.11
H 3.73839 2.68458 -3.38456  0.11
C 5.16961 3.71254 -2.12566  -0.08
H 5.52143 4.36884 -2.92112  0.10
C 5.70242 3.82499 -0.82801  -0.09
H 6.46298 4.57813 -0.60458  0.10
C 5.21854 2.98546 0.17815  -0.08
H 5.59554 3.06453 1.20197  0.10
C 4.21535 2.04091 -0.09043  -0.08
H 3.81716 1.41491 0.71131  0.08
H 2.18288 0.23633 -2.99134  0.04
Si 0.03430 2.87504 0.92209  0.89
C 1.08912 1.26009 0.88866  -0.31
C 1.17159 0.31516 -0.29752  -0.40
H 0.15389 0.01959 -0.65338  0.07
C 2.17333 -0.76450 -0.23889  -0.24
H 2.65613 -1.17988 -1.13717  0.10
C 2.77738 -1.05288 0.97532  -0.12
H 3.47973 -1.87495 1.01781  0.12
C 2.50676 -0.31523 2.10824  -0.12
H 2.84596 -0.66452 3.07941  0.11
C 1.75565 0.87406 2.04037  -0.17
H 1.66124 1.48346 2.93874  0.11
C -1.54419 2.38182 -0.01569  -0.31
C -1.89293 1.01433 -0.13423  -0.14
H -1.64032 0.31222 0.67578  0.02
C -2.41375 0.52233 -1.32979  -0.09
H -2.27504 -0.51771 -1.61985  0.09
C -3.08551 1.43611 -2.15915  -0.09
H -3.58558 1.07685 -3.04563  0.10
C -3.08014 2.79535 -1.83605  -0.11
H -3.64588 3.50218 -2.44700  0.10
C -2.31352 3.27955 -0.77959  -0.12
H -2.25360 4.35835 -0.57543  0.11
H -0.34062 3.13971 2.25286  -0.08
Cl -0.53806 -1.36682 2.01634  0.32
C -1.18352 -3.43390 4.53098  -0.13
O -2.10885 -3.75845 3.50032  -0.25
C -3.24953 -2.94079 3.52063  -0.23
C -4.08787 -3.22569 2.29171  -0.21
O -3.33233 -2.86632 1.15362  -0.24
C -4.07557 -2.97298 -0.05902  -0.11
H -0.26291 -3.99319 4.31952  0.08
H -1.58477 -3.69455 5.52829  0.09
H -0.91486 -2.36080 4.49693  0.05
H -3.85122 -3.19925 4.41405  0.13
H -2.95359 -1.88490 3.52493  0.11
H -5.00650 -2.61681 2.35424  0.13
H -4.32217 -4.29976 2.26678  0.13
H -3.40448 -2.66036 -0.86837  0.07
H -4.39285 -4.01389 -0.23920  0.09
H -4.99282 -2.34898 -0.04522  0.09


A structure of composition C8H20F4KN2O12S4, computed with wB97M-V/def2-TZVPD.

The calculation puts the energy relative to the best compared isomer or geometry (same formula, charge and spin) at 0.302 eV. The HOMO energy comes out at -6.556 eV. For the energy, the calculation gives -106707.8015 eV. Its net charge is -1. Its maximum force is 2.77 eV/A. The calculation puts the orbital gap at 8.19 eV.

Each line ends with the natural charge from an NBO analysis.
Element x y z (Å)
K -0.86332 0.03544 -0.55806  0.93
N -3.14039 0.00259 0.83469  -1.25
S -4.10258 1.27774 0.89073  2.49
O -4.04499 2.07581 2.06843  -0.93
O -5.36946 1.08389 0.29194  -0.93
F -3.34244 2.20583 -0.19812  -0.54
S -3.47045 -0.72495 2.28071  2.50
O -4.85402 -0.70683 2.61117  -0.93
O -2.50623 -0.49014 3.28474  -0.90
F -3.23408 -2.20152 1.78910  -0.49
N 0.31340 -1.71708 4.04786  -1.15
S 0.96143 -1.77584 2.59010  2.50
O 0.17037 -1.46408 1.43845  -0.98
O 1.98965 -2.73487 2.43438  -0.93
F 1.76970 -0.39304 2.77203  -0.53
S -0.20448 -3.19573 4.31458  2.49
O 0.75586 -4.10415 4.85110  -0.93
O -1.07187 -3.68147 3.28079  -0.95
F -1.20925 -2.92054 5.51160  -0.50
C -0.22606 2.96593 1.36834  -0.26
O 0.00793 2.53699 0.03556  -0.57
C -0.24876 3.54990 -0.90589  -0.08
C 0.41340 3.26292 -2.22773  -0.07
O 0.10532 1.95195 -2.66235  -0.55
C 0.81476 1.54147 -3.79686  -0.25
H -1.27636 3.24062 1.50511  0.20
H 0.44322 3.79963 1.61077  0.16
H 0.00848 2.14985 2.04994  0.22
H 0.25806 4.47303 -0.56140  0.16
H -1.30581 3.83581 -0.91260  0.19
H 1.50065 3.38344 -2.17963  0.17
H 0.00474 3.99140 -2.94332  0.17
H 1.87516 1.37143 -3.59202  0.18
H 0.67099 2.20526 -4.66094  0.16
H 0.37492 0.59520 -4.12080  0.19
C -0.41365 -3.35431 -1.71927  -0.24
O 0.56375 -2.41245 -1.36103  -0.55
C 1.75895 -2.36348 -2.07937  -0.07
C 2.70259 -1.48911 -1.28902  -0.08
O 2.30396 -0.13925 -1.44075  -0.56
C 3.08825 0.74645 -0.67744  -0.26
H -0.02556 -4.37249 -1.61756  0.18
H -0.75091 -3.23562 -2.76215  0.15
H -1.28485 -3.17574 -1.09301  0.21
H 1.65295 -1.88584 -3.06663  0.16
H 2.20289 -3.35745 -2.21670  0.17
H 3.73629 -1.64631 -1.63457  0.16
H 2.69639 -1.72631 -0.21817  0.21
H 2.62455 1.73257 -0.70751  0.19
H 4.12047 0.79633 -1.04072  0.16
H 3.05642 0.45714 0.38148  0.19


Q: The lowest energy belongs to which entry?
A: C33H37ClO2Si2Zn


Q: Which of these has the highest energy?
A: C23H51MoN3O3P4


Q: Which of these has the lowest energy?
A: C33H37ClO2Si2Zn


Q: Look up the maximum force of the fourth one.
A: 2.77 eV/A